[1]
C62H39BF8I4N4OPSbSeTl | ωB97M-V with the def2-TZVPD basis set

The geometry in XYZ format:
```
123
Properties=species:S:1:pos:R:3:forces:R:3:lowdin_charge:R:1
Tl -0.05736 0.22403 -0.71361 0.059 -0.273 -0.922 0.664
I 8.83658 3.99682 -2.49849 -0.077 -0.043 0.029 0.790
C 7.04960 3.15565 -1.78115 0.113 0.034 0.003 -0.736
C 6.57296 1.98143 -2.34167 -0.078 0.011 0.059 -0.141
C 5.37966 1.44728 -1.87325 0.030 -0.030 -0.087 0.007
C 4.66207 2.06798 -0.84689 -0.003 0.067 -0.146 -0.165
C 5.19108 3.22897 -0.28034 0.021 -0.006 0.097 -0.031
C 6.37545 3.78364 -0.74586 -0.064 -0.058 -0.018 -0.158
C 3.36106 1.48963 -0.43497 -0.132 0.148 0.053 -0.053
C 2.27169 2.35428 -0.21943 0.256 -0.064 -0.126 -0.302
C 2.22279 3.74954 -0.58889 0.032 -0.019 0.007 -0.047
C 1.09446 4.25424 -0.04064 -0.068 0.072 0.003 -0.054
C 0.42779 3.15949 0.63772 0.036 -0.112 -0.023 -0.254
C -0.89759 3.26321 1.24377 -0.182 -0.011 -0.067 -0.019
C -1.23813 4.44164 2.08059 0.012 -0.008 -0.035 -0.125
C -0.40217 5.56536 2.23558 -0.089 -0.063 -0.072 -0.025
C -0.77600 6.67456 2.97777 0.019 -0.110 -0.028 -0.159
C -1.99303 6.67993 3.63608 -0.056 0.132 0.104 -0.749
I -2.60375 8.38346 4.69848 0.040 -0.089 -0.030 0.789
C -2.78283 5.54449 3.63511 0.079 -0.056 -0.069 -0.155
C -2.38462 4.43824 2.89933 -0.009 0.023 0.098 -0.039
C -1.87990 2.27465 1.04459 0.410 0.044 0.093 -0.222
N -1.60982 0.95595 0.80822 -0.087 0.013 0.263 0.037
C -2.78022 0.26969 0.82777 0.182 -0.111 0.160 -0.248
C -2.87294 -1.12125 0.87591 -0.196 0.104 0.015 -0.087
C -4.21500 -1.72635 1.13528 0.103 0.038 -0.099 -0.184
C -4.87222 -1.49581 2.34423 -0.095 -0.008 -0.071 -0.033
C -6.12588 -2.04156 2.59477 0.106 0.003 -0.075 -0.162
C -6.71650 -2.82353 1.61373 -0.125 0.028 0.052 -0.728
I -8.63631 -3.60709 1.96633 0.091 0.008 -0.027 0.784
C -6.08095 -3.08434 0.41144 0.092 -0.012 0.012 -0.135
C -4.82250 -2.54117 0.18098 0.001 -0.058 -0.078 -0.015
C -1.76527 -1.99026 0.82775 0.226 -0.045 0.080 -0.166
C -1.86505 -3.42266 1.35942 -0.214 -0.121 -0.003 -0.243
C -0.47065 -3.89104 1.25735 -0.002 0.059 0.056 -0.003
C 0.29551 -2.85153 0.83415 0.099 -0.089 0.006 -0.215
N -0.49900 -1.70004 0.55810 -0.153 0.110 -0.032 0.110
C 1.73288 -2.90601 0.78631 -0.064 -0.012 -0.010 -0.048
C 2.59161 -1.90639 0.40675 0.182 0.245 0.196 -0.203
C 3.97342 -1.82535 0.78306 -0.030 -0.070 -0.001 0.028
C 4.44287 -0.60900 0.38606 -0.001 0.116 0.001 0.020
C 3.36096 0.10117 -0.21173 -0.025 -0.244 0.184 -0.195
N 2.27124 -0.76847 -0.36130 0.236 -0.037 0.061 0.077
C 2.37386 -4.16321 1.27120 -0.142 0.016 0.016 -0.194
C 2.28142 -4.57363 2.59832 0.046 -0.025 0.043 -0.032
C 2.87182 -5.75673 3.02221 -0.020 0.057 -0.058 -0.159
C 3.55047 -6.53145 2.09424 0.059 -0.097 0.056 -0.730
I 4.43664 -8.33015 2.72602 -0.034 0.070 -0.033 0.785
C 3.65784 -6.14757 0.76845 -0.024 0.069 0.008 -0.133
C 3.07327 -4.95404 0.36534 -0.042 -0.056 -0.083 0.003
C -3.88125 1.21402 0.93768 -0.023 0.097 0.024 0.011
C -3.33112 2.44014 1.07900 -0.190 -0.115 -0.114 -0.033
N 1.13373 2.03065 0.48553 0.032 0.198 0.505 0.044
H 7.10882 1.49593 -3.14598 -0.016 0.003 0.003 0.092
H 4.97354 0.54980 -2.32909 -0.012 0.071 0.017 0.128
H 4.67859 3.69377 0.55351 -0.040 0.013 -0.076 0.120
H 6.76142 4.69399 -0.30737 0.021 -0.027 0.020 0.086
H 2.91123 4.25651 -1.24687 -0.011 -0.046 0.039 0.115
H 0.68785 5.23692 -0.21604 -0.017 -0.012 0.037 0.107
H 0.57457 5.57376 1.78632 0.058 0.018 -0.084 0.088
H -0.10743 7.52163 3.05010 0.000 0.008 -0.026 0.089
H -3.69184 5.50501 4.21976 -0.001 -0.022 0.010 0.090
H -2.96627 3.53464 3.00174 0.028 0.094 0.007 0.100
H -4.39269 -0.88230 3.09895 -0.008 -0.001 -0.020 0.121
H -6.62498 -1.86709 3.53830 -0.010 0.024 -0.015 0.083
H -6.54123 -3.71050 -0.34171 0.009 0.021 0.018 0.101
H -4.30100 -2.77149 -0.74621 -0.075 0.064 0.062 0.114
H -2.21704 -3.38435 2.39585 -0.020 0.047 0.082 0.164
H -0.15212 -4.89538 1.48301 0.010 0.071 -0.083 0.126
H 4.50534 -2.58516 1.33506 -0.026 0.052 0.013 0.118
H 5.42141 -0.19170 0.57607 -0.058 -0.013 0.015 0.119
H 1.74643 -3.95553 3.31025 -0.018 -0.023 -0.028 0.123
H 2.79743 -6.07043 4.05504 0.012 0.014 -0.017 0.085
H 4.17013 -6.77125 0.04838 0.003 0.015 0.028 0.094
H 3.12834 -4.64018 -0.67071 -0.024 -0.023 0.038 0.132
H -4.93010 0.96239 0.88051 0.045 0.024 -0.004 0.114
H -3.85955 3.38036 1.10906 0.041 -0.053 0.024 0.110
F 1.15217 -2.07490 -2.14457 0.264 0.160 0.007 0.114
Sb -1.24169 -4.50482 -1.87405 0.149 -0.480 0.332 1.565
F -0.73948 -5.19658 -3.59837 0.007 -0.170 -0.058 -0.462
F 0.21773 -5.66664 -1.10546 0.344 0.000 0.052 -0.550
F -2.26960 -6.08202 -1.52468 -0.210 -0.164 0.196 -0.470
F -2.77670 -4.25373 0.69648 0.212 0.161 0.083 -0.034
F -3.03859 -3.93445 -2.68041 -0.560 -0.045 0.091 -0.556
Se 0.20729 1.72379 -2.67236 -0.075 -0.037 -0.023 0.247
F 2.62099 -0.41031 -2.85198 0.021 -0.141 0.166 0.131
B 2.37630 -1.44409 -1.99024 -0.072 -0.045 -0.195 -1.117
F 3.44347 -2.34438 -1.99274 -0.271 0.143 -0.003 0.148
O -2.31845 -0.52973 -1.98506 -0.373 -0.021 -0.128 -0.388
P -2.78189 -0.39081 -3.40126 0.165 0.012 0.186 0.790
C -4.40015 -1.17483 -3.63724 -0.038 -0.017 -0.016 -0.252
C -5.34343 -0.94094 -2.63877 -0.058 -0.051 -0.082 -0.080
C -6.62934 -1.44484 -2.76050 0.023 -0.014 0.002 -0.089
C -6.97952 -2.18235 -3.88629 0.014 0.030 0.038 -0.095
C -6.04479 -2.40995 -4.88608 -0.017 0.005 0.002 -0.083
C -4.75629 -1.90503 -4.76525 -0.039 -0.040 0.058 -0.068
C -3.17844 1.31738 -3.86512 0.080 0.002 -0.128 -0.286
C -3.08701 2.32425 -2.91284 -0.043 0.015 0.066 -0.124
C -3.35051 3.64061 -3.26457 -0.093 0.033 -0.052 -0.082
C -3.70066 3.95464 -4.57132 0.003 -0.047 0.031 -0.101
C -3.82296 2.94640 -5.52170 0.017 -0.021 0.025 -0.097
C -3.57161 1.62825 -5.16521 -0.015 0.041 0.053 -0.088
C -1.68673 -1.09302 -4.64094 0.019 -0.096 -0.065 -0.270
C -0.91658 -0.33363 -5.51856 0.019 -0.003 0.075 -0.103
C -0.00720 -0.96680 -6.35134 0.007 -0.030 -0.013 -0.086
C 0.14881 -2.34854 -6.29955 -0.046 0.116 0.012 -0.080
C -0.62236 -3.10991 -5.43262 0.068 0.069 -0.257 -0.071
C -1.54929 -2.48296 -4.61114 -0.025 0.109 -0.115 -0.107
H -5.04932 -0.37513 -1.76047 -0.028 -0.019 -0.009 0.104
H -7.35494 -1.27614 -1.97257 0.024 -0.002 -0.014 0.100
H -7.98034 -2.58914 -3.97578 0.015 0.012 -0.007 0.094
H -6.31751 -2.99603 -5.75647 0.037 0.014 0.030 0.097
H -4.01882 -2.10691 -5.53244 -0.032 0.016 0.012 0.105
H -2.78562 2.07280 -1.90445 0.067 0.000 -0.037 0.071
H -3.25588 4.42505 -2.52241 0.014 -0.038 -0.017 0.101
H -3.87546 4.98733 -4.85316 -0.016 -0.032 0.014 0.092
H -4.10482 3.18940 -6.53986 0.000 -0.017 0.024 0.092
H -3.67141 0.83640 -5.90062 0.030 0.040 -0.005 0.108
H -0.99460 0.74440 -5.52148 0.020 0.033 0.038 0.082
H 0.60349 -0.37209 -7.01977 0.024 -0.010 0.010 0.095
H 0.88950 -2.83020 -6.92806 -0.016 0.009 -0.012 0.094
H -0.50175 -4.18447 -5.36235 -0.014 0.218 -0.067 0.087
H -2.17650 -3.07610 -3.94317 0.169 0.260 -0.341 0.036
```
Forces are in eV/Å.

Computed properties:
E_LUMO (alpha / beta), Ha: 0.0928 / 0.0841
ΔE to the lowest compared entry with this formula, charge and spin, kcal/mol: 35.0
Net charge: -2
Frontier orbital gap (alpha / beta), eV: 4.8 / 4.5
Spin multiplicity: 2
M, g mol⁻¹: 1962.5
Expectation value of S²: 1.1605

[2]
C20H34N6O2 | ωB97M-V with the def2-TZVPD basis set

The geometry in XYZ format:
```
62
Properties=species:S:1:pos:R:3:forces:R:3:lowdin_charge:R:1
C -4.54907 -5.66964 4.59314 -0.004 -0.004 -0.004 -0.064
C -3.66887 -4.45505 4.61270 -0.014 -0.027 -0.004 -0.303
C -2.34264 -4.53831 4.58377 0.039 0.011 0.015 -0.050
C -1.42535 -3.34689 4.56158 0.004 -0.016 -0.008 -0.134
C -2.17568 -2.07618 4.15070 0.019 -0.021 -0.019 -0.263
C -1.27871 -0.86610 4.37152 -0.034 0.020 0.062 -0.433
O -1.26134 -0.32246 5.46661 0.023 -0.008 -0.026 0.059
N -0.49158 -0.42656 3.34958 0.133 0.067 -0.062 -0.100
C 0.43732 0.66611 3.60872 -0.003 -0.012 0.011 -0.019
C -0.33389 -1.07534 2.06024 -0.240 -0.138 0.007 -0.141
C -0.85199 -0.25361 0.85653 0.237 0.170 0.028 -0.112
C -1.85566 0.85718 1.18528 -0.095 -0.103 -0.004 -0.361
C -3.25505 0.33357 1.45939 -0.008 -0.002 -0.003 -0.027
N -1.91441 1.80460 0.07801 -0.021 0.018 -0.048 0.096
C -0.92900 2.72735 -0.10000 0.011 -0.013 0.037 -0.443
O 0.05399 2.77613 0.61429 -0.003 0.002 -0.013 0.076
C -1.13528 3.64462 -1.25168 -0.031 0.013 0.004 -0.197
C -1.83084 3.44766 -2.42008 0.033 0.009 0.004 -0.003
N -1.65251 4.59093 -3.10645 0.005 0.019 0.014 -0.130
C -2.11463 4.96640 -4.43089 0.009 0.002 -0.010 -0.114
C -1.54377 4.06722 -5.51585 -0.011 0.001 -0.016 -0.202
N -2.08182 2.71555 -5.47021 0.004 0.006 -0.002 -0.286
C -1.19643 1.77791 -6.14169 0.001 0.000 -0.003 -0.102
C -3.41591 2.65073 -6.04284 -0.002 0.001 -0.004 -0.102
N -0.89493 5.44902 -2.40395 -0.034 0.000 -0.001 0.045
N -0.58000 4.88470 -1.28971 0.033 -0.024 -0.019 0.079
C -3.45120 -1.96146 4.97841 -0.014 0.017 0.016 -0.149
C -4.38124 -3.12850 4.66953 -0.022 -0.012 0.024 -0.154
H -5.23388 -5.63647 3.74100 -0.001 -0.001 0.003 0.080
H -3.96652 -6.58798 4.52828 0.001 0.001 -0.001 0.074
H -5.16789 -5.71576 5.49302 0.002 0.001 0.000 0.080
H -1.87589 -5.51892 4.56833 -0.005 0.001 0.004 0.107
H -0.97891 -3.18630 5.54887 0.001 -0.011 0.003 0.131
H -0.59125 -3.53792 3.87921 -0.007 0.005 -0.004 0.114
H -2.46456 -2.18169 3.10225 0.002 0.034 -0.009 0.125
H 0.04477 1.29045 4.40502 0.003 0.010 -0.001 0.091
H 1.41231 0.27789 3.91853 -0.005 0.007 0.005 0.099
H 0.56448 1.26052 2.70330 0.005 0.005 0.006 0.078
H 0.73088 -1.27852 1.91421 -0.009 -0.010 -0.010 0.127
H -0.82204 -2.04456 2.08905 -0.012 -0.003 0.015 0.101
H -0.00264 0.22504 0.36882 -0.003 0.005 -0.001 0.106
H -1.29887 -0.92990 0.12259 0.005 0.000 -0.003 0.116
H -1.50320 1.40757 2.05778 -0.004 -0.004 -0.003 0.132
H -3.24768 -0.34850 2.30766 0.001 0.001 0.004 0.061
H -3.94045 1.14939 1.69505 0.002 0.000 -0.001 0.088
H -3.64144 -0.21138 0.59320 -0.003 0.000 0.002 0.087
H -2.78234 1.92234 -0.41612 -0.001 -0.005 0.006 0.130
H -2.36569 2.61440 -2.83870 -0.007 -0.006 0.003 0.122
H -3.20484 4.96880 -4.44442 0.002 -0.013 0.015 0.116
H -1.77419 5.98983 -4.57500 -0.011 0.006 -0.001 0.123
H -1.72678 4.54105 -6.49515 0.014 -0.008 0.007 0.126
H -0.46238 4.01742 -5.37777 0.002 -0.004 0.001 0.125
H -1.60614 0.77062 -6.06786 -0.001 0.001 0.001 0.083
H -1.06457 2.01564 -7.20956 0.000 -0.002 0.005 0.089
H -0.21754 1.78456 -5.66289 0.000 0.002 -0.001 0.085
H -3.80640 1.63764 -5.94925 0.001 0.000 0.000 0.085
H -4.09747 3.31872 -5.51650 -0.002 0.001 0.001 0.075
H -3.42298 2.92681 -7.11006 0.000 -0.002 0.006 0.090
H -3.17872 -1.95702 6.03468 0.005 -0.008 -0.001 0.127
H -3.94953 -1.00877 4.78620 -0.001 -0.006 -0.012 0.119
H -4.90359 -2.96773 3.71761 0.015 0.005 -0.005 0.122
H -5.16895 -3.18914 5.42712 -0.003 0.020 -0.011 0.119
```
Forces are in eV/Å.

Computed properties:
E_LUMO, Ha: 0.0149
ΔE to the lowest compared entry with this formula, charge and spin, kcal/mol: 26.4
Net charge: 0
Frontier orbital gap, eV: 9.3
M, g mol⁻¹: 390.5
SMILES: CC1=CC[C@H](C(=O)N(C)CC[C@H](C)NC(=O)c2cn(CCN(C)C)nn2)CC1

[3]
C25H19Cl2IPd | ωB97M-V with the def2-TZVPD basis set

The geometry in XYZ format:
```
48
Properties=species:S:1:pos:R:3:forces:R:3:lowdin_charge:R:1
Pd 1.56861 -0.05235 0.58415 -0.108 0.015 -0.122 0.582
I 1.24142 -0.42445 3.13812 0.038 0.038 0.126 1.313
C 0.28132 -2.24875 2.80972 0.001 0.010 -0.096 -0.575
C -0.17961 -3.02610 3.82362 -0.034 -0.077 -0.023 -0.089
C -0.79362 -4.25640 3.48577 0.031 0.062 0.062 -0.025
C -0.91133 -4.64325 2.18301 -0.017 -0.034 -0.047 0.015
C -0.43072 -3.83297 1.12345 -0.009 -0.015 -0.028 -0.135
C -0.53316 -4.21054 -0.23876 -0.009 -0.020 0.054 0.013
C -0.05283 -3.40967 -1.23170 0.011 0.043 -0.010 -0.028
C 0.55983 -2.16439 -0.92309 -0.006 -0.043 -0.040 -0.086
C 0.63720 -1.80805 0.37822 0.005 0.036 0.059 -0.185
C 0.17790 -2.59528 1.45228 0.009 0.046 0.038 -0.242
H -0.08378 -2.73460 4.86082 0.000 0.002 0.002 0.120
H -1.16522 -4.88873 4.27986 -0.002 0.000 0.000 0.128
H -1.38096 -5.58728 1.93815 0.002 0.002 -0.003 0.134
H -0.99911 -5.15648 -0.48270 -0.002 0.001 0.002 0.135
H -0.13090 -3.70605 -2.26871 0.002 0.008 -0.004 0.126
H 0.95248 -1.54823 -1.72323 0.017 0.019 -0.009 0.077
Cl 3.92010 -1.27282 0.51607 -0.008 0.007 0.046 0.581
C 4.19544 -1.89845 -1.14350 -0.012 -0.024 -0.015 -0.905
Cl 3.64351 -0.74572 -2.34487 0.003 0.004 -0.010 0.615
H 3.63504 -2.82088 -1.24064 0.009 -0.004 0.019 0.039
H 5.26354 -2.05495 -1.23934 0.002 0.018 -0.007 0.047
C -4.13502 4.28518 0.05365 -0.002 -0.003 0.004 -0.039
C -4.31573 3.31727 1.03034 0.004 0.006 -0.007 -0.045
C -3.30106 2.41465 1.30044 -0.003 -0.013 0.015 -0.022
C -2.10136 2.47145 0.58902 0.011 -0.017 0.009 -0.211
C -1.92590 3.45194 -0.39120 0.009 0.006 -0.007 -0.019
C -2.93863 4.35368 -0.65383 -0.001 -0.005 0.002 -0.048
C -1.07433 1.47767 0.92213 -0.028 0.028 0.027 -0.021
C 0.06636 1.31389 0.28321 0.042 -0.018 -0.093 -0.134
C 0.85560 1.64497 -0.85715 0.027 -0.133 0.127 -0.338
C 0.50205 1.14617 -2.13840 -0.132 -0.037 0.051 -0.021
C 1.22910 1.51448 -3.24307 0.121 0.103 -0.046 -0.047
C 2.34448 2.34483 -3.08944 -0.003 -0.003 0.073 -0.017
C 2.74253 2.81086 -1.83496 -0.087 -0.055 -0.025 -0.030
C 2.00203 2.47480 -0.71998 0.104 0.080 -0.094 -0.011
H -4.92458 4.99393 -0.15620 0.000 0.000 0.001 0.120
H -5.24300 3.26786 1.58402 -0.002 0.002 -0.001 0.119
H -3.43800 1.66112 2.06672 0.000 0.001 -0.001 0.119
H -0.99645 3.52689 -0.94168 0.003 -0.004 0.000 0.110
H -2.79925 5.11686 -1.40708 -0.002 0.000 0.000 0.117
H -1.29984 0.83740 1.76756 0.023 -0.015 -0.002 0.097
H -0.37998 0.52333 -2.22183 0.010 -0.022 -0.019 0.139
H 0.94234 1.16845 -4.22677 -0.001 0.014 -0.003 0.131
H 2.91523 2.63532 -3.96266 -0.013 -0.009 -0.008 0.133
H 3.60802 3.45211 -1.74384 0.001 -0.002 0.003 0.130
H 2.25022 2.88126 0.25436 -0.005 -0.002 -0.001 0.134
```
Forces are in eV/Å.

Computed properties:
E_LUMO, Ha: -0.3266
ΔE to the lowest compared entry with this formula, charge and spin, kcal/mol: 12.3
Net charge: +2
Frontier orbital gap, eV: 5.3
M, g mol⁻¹: 623.7